Entry 1:
Density functional theory data (wB97M-V/def2-TZVPD) for a cluster of 5 separate species, C10H20Cl6N2O6S in total in a non-equilibrium geometry.

Summary:
HOMO energy = -9.43 eV
SMILES = O=S1(=O)OCCO1.ClC(Cl)Cl.ClC(Cl)Cl.CNC(C)=O.CNC(C)=O
spin multiplicity = 1

Geometry as XYZ:
```
45
Properties=species:S:1:pos:R:3:mulliken_charge:R:1
O 0.02 3.58 2.65 -0.5212
S -0.63 3.07 1.52 1.1255
O -1.83 2.39 1.56 -0.4517
O -0.67 4.15 0.30 -0.4118
C 0.54 3.99 -0.53 -0.3372
C 0.80 2.51 -0.42 -0.0010
O 0.38 2.08 0.81 -0.2527
H 0.28 4.43 -1.47 0.2589
H 1.33 4.68 -0.04 0.2434
H 1.89 2.43 -0.42 0.2766
H 0.33 1.96 -1.25 0.0786
Cl -2.67 -0.02 3.59 -0.0876
C -1.42 0.84 4.45 0.2884
Cl -0.59 -0.12 5.67 -0.1507
Cl -2.02 2.37 5.02 -0.1160
H -0.59 1.03 3.84 0.0461
Cl -2.10 -1.19 -1.16 -0.0936
C -2.96 -2.25 0.04 0.1791
Cl -2.00 -3.58 0.62 -0.0515
Cl -4.48 -2.88 -0.76 -0.1517
H -3.32 -1.61 0.86 0.1324
C 2.08 -4.01 0.96 -0.9442
N 1.25 -3.30 1.89 -0.1179
C 0.35 -3.94 2.71 0.3765
C -0.42 -3.18 3.67 -0.5449
O 0.23 -5.18 2.65 -0.6621
H 2.99 -4.22 1.48 0.2984
H 2.27 -3.25 0.24 0.3780
H 1.60 -4.90 0.50 0.2775
H 1.19 -2.33 1.78 0.2456
H -1.36 -3.65 3.89 0.3082
H -0.55 -2.12 3.38 0.0284
H 0.10 -3.26 4.64 0.3295
C -0.34 -0.22 -4.22 -0.7433
N 0.28 1.07 -4.52 -0.2350
C 1.44 1.53 -4.01 0.8186
C 1.92 2.81 -4.70 -1.0424
O 2.04 0.89 -3.15 -0.6509
H 0.17 -0.98 -4.83 0.2949
H -1.38 -0.14 -4.39 0.4033
H -0.20 -0.36 -3.12 0.0904
H -0.09 1.49 -5.30 0.1934
H 1.14 3.32 -5.22 0.3844
H 2.76 2.56 -5.33 0.2828
H 2.26 3.53 -3.89 0.2284
```

Entry 2:
Density functional theory data (wB97M-V/def2-TZVPD) for a structure of composition C10H20ClIN2O2PReS in a non-equilibrium geometry.

Summary:
net charge = +3
HOMO energy (spin up / spin down) = -19.66 / -19.34 eV
⟨S²⟩ = 3.85
spin multiplicity = 4

Geometry as XYZ:
```
39
Properties=species:S:1:pos:R:3:mulliken_spin:R:1
C 3.14 -2.13 -3.52 -0.0378
C 2.25 -1.31 -2.69 -0.0770
H 3.46 -1.50 -4.37 -0.0003
H 2.58 -2.97 -3.91 0.0051
H 4.03 -2.50 -3.03 -0.0063
O 1.75 -0.22 -2.96 -0.0831
I 3.48 -1.42 -0.02 0.9105
Re 0.97 -0.86 -0.92 1.6516
P -1.20 -0.91 -1.72 -0.0411
C -1.97 0.71 -1.78 0.0182
C -1.06 -1.50 -3.42 0.0101
H -2.12 -2.93 -0.67 -0.0027
H -3.17 -2.14 -1.89 -0.0007
H -3.08 -1.47 -0.23 0.0030
C -2.52 -1.98 -1.02 0.0139
H -0.53 -2.49 -3.45 -0.0043
H -2.11 -1.61 -3.78 0.0000
H -2.77 0.75 -2.54 0.0018
H -1.21 1.46 -2.02 -0.0033
H -0.51 -0.72 -3.99 0.0002
H -2.38 0.91 -0.79 -0.0010
C 1.03 1.10 -0.83 0.0106
O 1.14 2.27 -0.79 0.1284
Cl 0.72 -3.27 -0.78 0.1851
S -0.14 -0.83 1.19 0.3010
C -0.20 0.62 2.27 -0.0010
N 0.98 1.17 2.47 0.0126
C 1.22 2.25 3.42 0.0006
C 0.26 2.15 4.57 0.0014
C -1.16 2.12 4.05 -0.0009
N -1.28 1.13 2.94 -0.0010
H 1.76 0.76 1.95 0.0001
H 1.10 3.21 2.90 0.0023
H 2.24 2.15 3.78 -0.0004
H 0.37 3.02 5.20 0.0000
H 0.45 1.28 5.19 -0.0002
H -1.46 3.11 3.68 -0.0001
H -1.85 1.82 4.84 -0.0001
H -2.20 0.77 2.69 0.0047
```

Entry 3:
Density functional theory data (wB97M-V/def2-TZVPD) for a cluster of 2 separate species, C10H20ClN2 in total in a non-equilibrium geometry.

Summary:
net charge = +1
HOMO energy = -11.65 eV
spin multiplicity = 1

Geometry as XYZ:
```
33
Properties=species:S:1:pos:R:3:mulliken_charge:R:1
C 0.03 0.78 2.72 -0.7457
N -0.34 1.22 1.36 0.1407
C 0.43 2.32 0.74 -0.8991
C -1.34 0.64 0.75 0.0462
Cl -1.93 1.14 -0.76 -0.0287
H 0.89 1.36 3.03 0.2846
H -0.81 0.93 3.42 0.3609
H 0.27 -0.30 2.72 0.3226
H 1.20 2.59 1.45 0.3227
H 0.87 1.98 -0.21 0.3460
H -0.22 3.17 0.53 0.3824
H -1.87 -0.18 1.22 0.4048
C 0.49 -4.42 -0.50 -0.9802
C 0.18 -3.11 0.23 -0.6843
N -0.38 -2.05 -0.68 0.0453
C -1.63 -2.60 -1.31 -0.6657
C -1.38 -3.89 -2.09 -0.9227
C 0.13 -4.27 -2.01 0.1706
C 0.94 -3.07 -2.57 -0.9315
C 0.62 -1.81 -1.78 -0.6860
H 1.55 -4.65 -0.39 0.3915
H -0.09 -5.23 -0.05 0.3767
H -0.55 -3.29 1.03 0.3590
H 1.09 -2.71 0.69 0.3369
H -2.37 -2.77 -0.51 0.3597
H -2.03 -1.82 -1.97 0.3147
H -2.00 -4.69 -1.67 0.3608
H -1.68 -3.74 -3.14 0.3888
H 0.34 -5.20 -2.56 0.3901
H 2.02 -3.28 -2.50 0.3716
H 0.69 -2.91 -3.63 0.3844
H 0.20 -1.04 -2.44 0.3151
H 1.53 -1.40 -1.32 0.3677
```

Entry 4:
Density functional theory data (wB97M-V/def2-TZVPD) for a structure of composition C10H20CrNO7 in a non-equilibrium geometry.

Summary:
HOMO energy (spin up / spin down) = -8.57 / -9.07 eV
⟨S²⟩ = 3.78
spin multiplicity = 4

Geometry as XYZ:
```
39
Properties=species:S:1:pos:R:3:mulliken_spin:R:1
Cr 0.07 0.01 -0.63 2.9843
C 3.25 -0.06 -3.31 -0.0040
C 2.05 -0.08 -2.44 -0.0085
O 1.03 0.64 -2.65 0.0484
O 1.88 -0.83 -1.45 -0.0185
H 3.35 0.89 -3.84 0.0007
H 3.24 -0.91 -3.99 0.0006
H 4.11 -0.07 -2.64 0.0012
C 0.83 4.04 -0.55 -0.0007
C 0.41 2.63 -0.45 -0.0064
O -0.61 2.16 -0.96 0.0357
O 1.07 1.76 0.16 -0.0496
H 1.83 4.21 -0.14 -0.0001
H 0.09 4.68 -0.07 0.0004
H 1.01 4.27 -1.60 -0.0004
C -2.79 -2.69 -2.06 -0.0067
C -1.76 -1.71 -1.40 -0.0205
O -0.85 -2.09 -0.71 0.0249
O -1.66 -0.51 -1.68 0.0438
H -3.64 -2.83 -1.39 0.0010
H -2.31 -3.60 -2.39 0.0011
H -3.17 -2.24 -2.98 0.0013
C 0.76 -1.48 3.51 -0.0030
C 0.17 -1.16 2.20 -0.0046
C -0.81 -0.01 2.42 0.0004
O -1.27 0.20 1.09 0.0097
C -2.60 0.71 1.10 0.0024
N 1.17 -0.83 1.18 -0.0396
H 0.11 -1.25 4.35 0.0000
H 1.58 -0.80 3.75 -0.0002
H 0.95 -2.55 3.52 0.0002
H -0.25 -2.13 1.93 -0.0031
H -0.30 0.92 2.68 0.0016
H -1.57 -0.25 3.17 -0.0006
H -3.31 0.10 1.66 0.0001
H -2.91 1.02 0.10 0.0002
H -2.68 1.61 1.71 0.0002
H 1.77 -0.08 1.49 0.0053
H 1.72 -1.67 1.29 0.0027
```

Entry 5:
Density functional theory data (wB97M-V/def2-TZVPD) for a structure of composition C10H20F6NaO10S2 in a non-equilibrium geometry.

Summary:
net charge = -1
HOMO energy = -5.49 eV
spin multiplicity = 1

Geometry as XYZ:
```
49
Properties=species:S:1:pos:R:3:mulliken_charge:R:1
Na -5.99 10.46 8.82 0.7288
C -7.89 14.37 11.27 0.4786
F -8.95 14.46 10.41 -0.2354
F -6.85 14.89 10.50 -0.2262
F -8.21 14.98 12.41 -0.1846
S -7.48 12.50 11.52 1.1308
O -8.62 11.88 12.16 -0.6642
O -7.12 11.98 10.22 -0.5293
O -6.36 12.45 12.46 -0.7727
C -8.81 6.67 9.88 0.4744
F -8.06 5.81 10.58 -0.2201
F -8.39 6.79 8.56 -0.2391
F -10.07 6.25 9.85 -0.2067
S -8.66 8.38 10.69 1.1914
O -8.76 8.24 12.15 -0.6956
O -7.38 8.80 10.24 -0.5579
O -9.78 9.21 10.16 -0.7183
C -4.37 13.09 7.59 -0.9183
O -4.37 11.66 7.53 0.1111
C -3.04 11.21 7.75 -0.7283
C -2.82 11.02 9.27 -0.5986
O -3.77 10.15 9.73 -0.0379
C -3.84 9.93 11.17 -0.8084
H -3.76 13.54 6.81 0.3139
H -4.17 13.47 8.59 0.2912
H -5.39 13.38 7.35 0.2351
H -2.22 11.70 7.24 0.4865
H -2.96 10.22 7.29 0.1084
H -2.76 11.98 9.78 0.3949
H -1.87 10.54 9.50 0.4189
H -3.89 10.87 11.71 0.3578
H -3.04 9.33 11.61 0.2655
H -4.77 9.39 11.35 0.1982
C -8.55 11.03 6.65 -0.8606
O -7.36 10.22 6.74 -0.1348
C -6.47 10.07 5.62 -0.5667
C -5.69 8.80 5.91 -0.8535
O -4.95 8.73 7.17 0.1534
C -4.52 7.37 7.51 -0.8791
H -8.47 11.75 5.84 0.3893
H -8.66 11.51 7.62 0.1967
H -9.31 10.31 6.36 0.2620
H -6.03 11.05 5.42 0.2553
H -7.14 9.91 4.78 0.5281
H -4.96 8.60 5.12 0.4372
H -6.30 7.90 5.78 0.4431
H -3.98 6.88 6.70 0.3290
H -5.37 6.88 8.00 0.2439
H -3.90 7.46 8.40 0.2128
```

Entry 6:
Density functional theory data (wB97M-V/def2-TZVPD) for a structure of composition C10H20FeO10 in a non-equilibrium geometry.

Summary:
net charge = -2
HOMO energy (spin up / spin down) = -1.03 / -1.03 eV
⟨S²⟩ = 6.01
spin multiplicity = 5

Geometry as XYZ:
```
41
Properties=species:S:1:pos:R:3:mulliken_spin:R:1
Fe -0.81 0.47 0.60 3.8128
C -4.08 3.17 1.89 0.0059
C -3.53 1.75 1.78 0.0029
O -2.25 1.68 1.46 0.0433
H -5.10 3.20 2.31 -0.0007
H -4.23 3.63 0.91 -0.0003
H -3.49 3.83 2.54 -0.0002
H -4.22 1.24 1.04 0.0000
H -3.80 1.17 2.70 0.0021
C 2.68 -0.45 2.09 0.0008
C 1.42 -0.14 2.87 0.0073
O 0.27 -0.33 2.14 0.0713
H 2.68 -1.49 1.74 -0.0004
H 3.59 -0.38 2.71 -0.0001
H 2.78 0.23 1.24 0.0009
H 1.41 0.91 3.26 0.0016
H 1.40 -0.78 3.79 0.0017
C 3.17 -0.27 -3.22 -0.0007
C 2.37 0.09 -2.15 -0.0005
C 1.22 -0.89 -1.76 -0.0090
O 0.37 -0.58 -0.85 -0.0018
C 1.10 -2.10 -2.40 0.0056
C 1.91 -2.43 -3.53 0.0001
C 2.96 -1.44 -4.00 0.0000
O 3.72 -1.73 -4.92 -0.0003
O 1.71 -3.48 -4.15 0.0032
O 2.60 1.07 -1.42 0.0001
H 3.99 0.40 -3.43 -0.0001
H 0.41 -2.80 -1.96 0.0004
O 0.41 2.11 0.16 0.0216
H 1.29 1.85 -0.29 0.0007
H 0.56 2.96 0.58 -0.0007
O 0.13 -3.17 0.78 -0.0013
H -0.53 -2.56 0.41 0.0002
H 0.82 -2.55 1.06 0.0008
O -1.90 0.96 -1.36 0.0130
H -1.46 0.75 -2.19 0.0012
H -2.84 1.03 -1.56 0.0011
O -2.03 -1.33 0.46 0.0167
H -2.48 -1.90 1.10 -0.0011
H -2.19 -1.71 -0.41 0.0019
```

Q: Look up the spin multiplicity of the sixth one.
A: 5

Q: Which value of spin multiplicity does entry 4 give?
A: 4